Here is a cluster of 2 separate species, C5H15NO in total in a non-equilibrium geometry from the OMol25 dataset. Energies are from ωB97M-V/def2-TZVPD.

Cartesian coordinates (Å):
C: 0.81 0.98 -1.51
N: 0.35 -0.39 -1.10
C: -0.39 -1.18 -1.99
C: -1.53 -0.57 0.39
C: 0.06 -0.37 0.33
C: 0.72 -1.50 1.24
H: 0.82 1.68 -0.70
H: 1.69 0.78 -2.05
H: 0.40 1.34 -2.53
H: -0.34 -2.26 -1.94
H: -0.22 -0.88 -2.94
H: -1.46 -1.20 -1.74
H: -1.86 -1.51 0.31
H: -2.27 0.05 -0.07
H: -2.03 -0.43 1.46
H: 0.29 0.60 0.72
H: -0.13 -2.20 1.53
H: 1.51 -1.93 0.59
H: 1.40 -1.16 2.05
H: -0.58 2.26 2.53
H: 0.76 2.73 2.85
O: 0.20 2.58 2.12

Output
Charge   0
SMILES   CC(C)N(C)C.O
Highest occupied orbital energy   -7.468 eV
ΔE to the lowest compared entry with this formula, charge and spin   356.2 kJ/mol
LUMO energy   0.7329 eV
Calculated total energy   -8962.6672 eV

natural (NBO) atomic charge list, values in e, 2 entries: -0.428, -0.468